Entry from the Open Molecules 2025 dataset: a 16-piece molecular cluster, C19H74N10O16 overall at a distorted geometry (wB97M-V/def2-TZVPD).

The geometry in XYZ format:
```
119
Properties=species:S:1:pos:R:3:forces:R:3:mulliken_charge:R:1
C -0.46862 -3.26576 -7.37768 -0.35 -0.92 -1.43 -1.42
C -1.31849 -4.63686 -7.48634 1.40 1.95 -0.72 0.54
C -0.52198 -5.87791 -7.86753 0.51 -0.21 -1.05 -0.65
O -1.31184 -6.79838 -8.61056 0.18 -0.22 0.38 -0.35
C -0.72248 -8.09320 -8.62256 -1.11 0.05 -0.27 -0.77
N -1.85388 -4.80991 -6.20051 -1.03 -0.78 2.20 -0.66
H -1.05672 -2.40903 -7.04866 -0.50 -0.43 0.59 0.42
H -0.12516 -2.85326 -8.32635 0.51 -0.53 -0.29 0.35
H 0.36442 -3.41884 -6.69158 0.04 0.05 -0.07 0.35
H -2.15347 -4.54871 -8.18142 0.22 0.21 -0.39 0.18
H -0.08756 -6.38458 -7.00574 -0.20 0.04 0.52 0.30
H 0.33985 -5.68920 -8.50763 0.23 0.68 -0.05 0.34
H -0.83773 -8.57385 -7.65107 0.18 0.00 0.23 0.32
H 0.31997 -8.13705 -8.93797 0.17 0.36 -0.02 0.31
H -1.32290 -8.66094 -9.33338 0.14 -0.10 -0.03 0.26
H -1.18751 -5.31052 -5.63004 -0.07 -0.11 0.28 0.24
H -1.96125 -3.91089 -5.75294 -0.31 -0.04 0.13 0.25
C -8.39682 -2.11077 -0.13226 1.92 0.05 0.85 -1.46
C -9.08715 -0.83045 -0.38609 -2.39 1.09 -0.54 0.42
C -8.30043 0.50647 -0.22122 0.05 -2.12 0.30 -0.66
O -7.90717 0.54081 1.12225 0.69 0.87 1.59 -0.30
C -6.84802 1.48566 1.39877 0.07 -0.95 -1.43 -0.72
N -9.62986 -0.90401 -1.77126 0.65 0.56 0.30 -0.77
H -7.95400 -2.08580 0.86343 -0.10 -0.45 0.18 0.32
H -7.55254 -2.16410 -0.81961 0.24 -0.27 -0.18 0.35
H -9.01204 -2.99565 -0.29526 -0.15 0.20 0.21 0.39
H -9.93783 -0.77025 0.29274 -0.18 0.17 0.09 0.29
H -8.88326 1.38988 -0.48199 -0.04 -0.13 -0.37 0.34
H -7.41040 0.34852 -0.83032 0.29 0.64 -0.50 0.33
H -7.13490 2.53282 1.30241 -0.35 0.00 0.25 0.29
H -6.12082 1.29529 0.60943 0.43 0.29 -0.19 0.26
H -6.29901 1.29151 2.32018 -0.75 -0.15 0.27 0.29
H -8.76424 -1.09598 -2.25491 0.19 0.29 -0.99 0.32
H -10.07804 -1.80329 -1.87384 -0.55 -0.11 0.16 0.29
C 0.48680 2.74131 2.05436 0.46 0.81 -0.21 -1.48
C -0.25216 1.50920 1.70810 -0.52 -0.88 -0.20 0.64
C 0.05407 0.89083 0.31036 2.19 3.11 2.41 -0.76
O -0.64624 -0.24028 0.10102 -0.82 -1.23 -0.81 -0.31
C -1.02768 -0.29272 -1.25088 -1.53 -0.95 -0.08 -0.88
N -0.09708 0.52917 2.79154 -0.39 -0.71 -0.72 -0.68
H 0.27337 2.99990 3.09151 -0.09 0.10 -0.05 0.30
H 0.10993 3.52891 1.40186 0.42 0.35 0.09 0.40
H 1.56914 2.64055 1.97385 0.11 0.03 -0.19 0.33
H -1.29306 1.82980 1.66510 -0.41 -0.42 0.22 0.18
H 1.13190 0.73175 0.34301 0.47 -0.51 -0.26 0.26
H -0.05451 1.69327 -0.41929 -0.58 -0.09 -0.40 0.43
H -1.85819 0.39496 -1.41035 0.28 0.70 -0.29 0.36
H -1.53731 -1.24331 -1.40821 0.52 -0.38 -0.13 0.27
H -0.21145 -0.15130 -1.95932 0.04 0.01 0.09 0.36
H 0.87296 0.28648 2.93383 0.71 0.69 0.17 0.29
H -0.35672 -0.32629 2.32156 -0.86 -0.66 0.40 0.28
C 6.44151 8.36890 0.06135 1.91 -0.35 0.26 -1.95
C 5.71289 9.22974 1.05377 -0.04 -0.37 -0.75 0.94
C 5.01502 10.47392 0.48557 1.54 0.64 0.91 -0.89
O 5.87757 11.33953 -0.24149 0.13 0.10 -1.87 -0.35
C 6.03134 11.05014 -1.69821 -0.60 -0.13 1.75 -0.59
N 4.73091 8.37958 1.63406 -0.87 -1.15 0.56 -0.59
H 5.88311 7.88767 -0.74158 -0.23 0.53 -0.18 0.47
H 6.90320 7.54801 0.61008 -0.31 -0.34 0.29 0.43
H 7.35623 8.86703 -0.25997 -0.27 0.25 -0.70 0.46
H 6.42237 9.38366 1.86682 0.26 1.18 -0.27 0.13
H 4.78578 11.02935 1.39500 -0.28 0.42 -0.01 0.33
H 4.04626 10.26041 0.03387 0.15 -0.30 -0.62 0.45
H 6.42194 10.03656 -1.78872 -0.15 0.15 -0.37 0.20
H 6.69849 11.75711 -2.19137 0.20 0.10 0.67 0.23
H 5.06807 11.17459 -2.19290 -0.18 -0.30 0.05 0.28
H 4.56953 7.67804 0.92561 -1.01 -0.22 0.40 0.23
H 3.89288 8.87419 1.90446 -0.24 -0.22 -0.08 0.22
O 3.60582 -0.64111 -4.47042 -0.10 -0.12 -0.26 -0.64
H 3.94105 -0.80662 -3.58925 0.14 -0.08 0.33 0.32
H 3.39150 0.29179 -4.47435 -0.02 0.22 -0.01 0.31
O 5.05205 -0.23895 -0.64780 -0.05 -0.03 -0.35 -0.63
H 4.80969 -0.78853 0.09748 -0.11 -0.23 0.29 0.32
H 5.47672 0.52388 -0.25541 0.11 0.23 0.10 0.32
O -0.84378 -1.18603 8.27403 -0.25 0.10 -0.11 -0.61
H -0.43341 -1.96635 8.64676 0.05 -0.26 0.10 0.30
H -0.11014 -0.61671 8.04187 0.21 0.17 -0.05 0.32
O 0.16612 -4.17224 5.58855 0.37 -0.03 0.11 -0.63
H -0.48369 -4.81801 5.31113 -0.19 -0.15 -0.08 0.32
H -0.32429 -3.35322 5.65879 -0.22 0.24 0.01 0.32
O -1.92990 2.22351 6.53575 -0.06 0.24 0.15 -0.65
H -1.94280 1.33893 6.90125 -0.06 -0.27 0.12 0.32
H -1.39376 2.14917 5.74627 0.13 -0.06 -0.30 0.33
O -3.83027 -3.09072 5.52308 0.10 -0.26 0.08 -0.64
H -3.90132 -2.61238 4.69703 -0.01 0.12 -0.37 0.31
H -3.97666 -2.42766 6.19773 -0.01 0.15 0.21 0.31
O 2.06962 -4.19114 -0.35488 0.11 -0.13 -0.20 -0.63
H 1.14847 -3.93735 -0.29747 -0.27 0.00 0.01 0.31
H 2.51321 -3.63024 0.28139 0.18 0.13 0.24 0.32
O -3.86458 -1.66297 1.70377 -0.09 -0.15 0.25 -0.59
H -3.18804 -1.71993 1.02904 0.30 -0.03 -0.13 0.30
H -4.46234 -0.98547 1.38767 -0.20 0.18 -0.04 0.30
O -2.38105 3.56263 -5.11065 -0.08 0.06 0.22 -0.64
H -2.39270 4.01839 -5.95231 -0.03 0.15 -0.20 0.32
H -1.93145 2.73706 -5.29098 0.11 -0.22 -0.02 0.31
C 6.55296 3.72151 4.60493 -0.05 -0.86 -2.84 0.69
O 6.56065 3.48803 3.39485 0.28 -0.41 0.57 -0.68
N 6.80259 2.90101 5.59503 1.12 -2.99 1.85 -0.38
N 6.21970 4.88190 5.08524 -1.25 3.81 0.17 -0.40
H 6.63674 3.25663 6.52569 0.38 -0.78 -0.16 0.15
H 7.29025 2.03431 5.41864 -0.25 0.19 0.29 0.22
H 5.77228 5.45215 4.38188 0.05 0.60 0.66 0.22
H 6.25014 5.07248 6.07664 -0.31 0.45 -0.60 0.16
C -3.48860 -7.32501 -1.05888 1.18 -0.88 0.21 0.68
O -2.55089 -6.60593 -0.80886 1.01 0.27 -0.20 -0.63
N -4.71776 -7.07238 -0.68881 -2.88 1.65 0.95 -0.38
N -3.48310 -8.55219 -1.62896 1.18 -0.79 -0.85 -0.40
H -4.82898 -6.24920 -0.11427 -0.62 -0.30 -0.20 0.22
H -5.41852 -7.77153 -0.88934 -0.26 0.85 0.68 0.14
H -4.39592 -8.92511 -1.84758 0.95 -0.63 -0.26 0.16
H -2.59052 -8.99763 -1.78703 -0.56 -0.13 -0.33 0.21
C 5.26841 -2.87166 3.68473 -1.48 1.06 -4.20 0.66
O 4.41005 -2.42052 2.93061 0.28 1.00 -0.39 -0.65
N 4.96960 -3.38769 4.80872 -1.92 -2.09 5.42 -0.40
N 6.54888 -3.03425 3.41997 2.82 0.00 -0.82 -0.37
H 4.00463 -3.33716 5.10263 0.23 -0.34 -0.03 0.23
H 5.60284 -4.04840 5.23602 -0.57 0.26 0.33 0.16
H 7.00956 -3.64491 4.07950 0.75 0.49 -0.74 0.14
H 6.99189 -2.67661 2.58575 -0.18 -0.34 0.28 0.21
```
Forces are in eV/Å.

Calculated values
multiplicity	1
LUMO energy	0.19	eV